Entry 1:
{"formula": "C10H38F6O9P", "method": "wB97M-V/def2-TZVPD", "homo_lumo_gap_ev": 10.54, "charge": -1, "elements": ["P", "F", "F", "F", "F", "F", "F", "O", "O", "O", "O", "O", "O", "O", "O", "O", "C", "C", "C", "C", "C", "C", "C", "C", "C", "C", "H", "H", "H", "H", "H", "H", "H", "H", "H", "H", "H", "H", "H", "H", "H", "H", "H", "H", "H", "H", "H", "H", "H", "H", "H", "H", "H", "H", "H", "H", "H", "H", "H", "H", "H", "H", "H", "H"], "xyz": [[0.5773, 0.0566, 0.5101], [1.1230, 0.1195, 2.0462], [-0.6253, 1.0772, 0.9313], [0.0121, -0.0049, -0.9984], [-0.3514, -1.1883, 0.9211], [1.4839, 1.3533, 0.1253], [1.7866, -0.9137, 0.0998], [3.4038, -4.6423, 4.1696], [1.1900, -3.9856, -0.7825], [0.1950, 2.8601, -2.9707], [4.5931, -1.7628, 0.0525], [-1.4927, -0.0305, 3.7399], [-2.5753, -3.7314, 0.4120], [-3.3739, 0.3408, -0.2198], [-1.7051, -2.1315, -1.8874], [1.0141, 4.0453, 0.5918], [3.4382, -3.7303, 3.0735], [1.1960, 4.1456, 1.9824], [-1.0506, 3.5094, -2.6551], [2.4050, -2.6206, 3.1895], [5.4927, -0.7870, -0.4563], [-1.7477, 3.8284, -3.9475], [-4.3868, 1.4408, 1.6962], [-1.4263, -1.0692, -4.0565], [-2.3945, -1.6468, -3.0375], [-3.8854, 1.5574, 0.2755], [-1.7696, 2.9601, -4.6099], [-2.4212, 0.3641, -0.0873], [6.5128, -1.1277, -0.2651], [-0.6215, -1.7873, -4.2501], [2.7120, -1.7795, 2.5687], [0.9230, 3.1112, 0.3705], [-4.6470, 2.4251, 2.0942], [3.2662, -4.3051, 2.1614], [-5.2421, 0.7693, 1.7852], [-1.2172, 4.6002, -4.5099], [0.4725, 3.5444, 2.5469], [1.0836, 5.1843, 2.2896], [-4.7009, 1.8951, -0.3776], [-1.8857, -0.8791, -5.0270], [-1.9305, -3.3749, -0.2125], [0.6649, -3.3126, -1.2301], [5.3628, 0.1900, 0.0110], [-0.8566, 4.3782, -2.0228], [-2.9846, -2.4690, -3.4372], [4.4553, -3.3337, 2.9719], [-0.9462, -0.1798, -3.6452], [-3.6080, 1.0255, 2.3434], [-0.6873, -0.0172, 3.2069], [-1.6313, 2.7812, -2.0733], [2.1923, 3.8016, 2.2931], [4.0773, -4.3863, 4.8012], [-1.5488, 0.8598, 4.0963], [2.2339, -2.3401, 4.2258], [0.6383, 2.6677, -2.1379], [-1.2667, -1.3759, -1.4812], [1.4691, -2.9514, 2.7347], [-3.2302, -3.0293, 0.4639], [5.3994, -0.6896, -1.5438], [2.0911, -3.6536, -0.8433], [3.7758, -1.2919, 0.2515], [-3.0904, -0.8583, -2.7285], [-3.1583, 2.3780, 0.2188], [-2.7819, 4.1168, -3.7573]]}

=====

Entry 2:
{"formula": "C10H38N14O9", "method": "wB97M-V/def2-TZVPD", "smiles": "NC(N)=O.NC(N)=O.NC(N)=O.NC(N)=O.NC(N)=O.NC(N)=O.NC(N)=O.CC(C)O.O", "homo_lumo_gap_ev": 9.90, "de_lowest_kcal_mol": 0.0, "elements": ["O", "O", "O", "O", "O", "O", "O", "O", "O", "N", "N", "N", "N", "N", "N", "N", "N", "N", "N", "N", "N", "N", "N", "C", "C", "C", "C", "C", "C", "C", "C", "C", "C", "H", "H", "H", "H", "H", "H", "H", "H", "H", "H", "H", "H", "H", "H", "H", "H", "H", "H", "H", "H", "H", "H", "H", "H", "H", "H", "H", "H", "H", "H", "H", "H", "H", "H", "H", "H", "H", "H"], "xyz": [[2.6172, 0.2053, -0.4988], [-1.0795, -2.7622, -3.4120], [0.1941, -0.8340, 4.2685], [4.1836, 5.4834, -0.3973], [-1.8822, 1.6230, -4.7616], [5.0671, 2.0882, -3.9269], [-4.5966, 0.5984, -1.7305], [2.0351, 2.2496, 3.6040], [-0.9365, -4.2525, 1.2720], [1.1554, -0.0805, -2.2929], [4.7458, 1.8480, -1.7265], [4.8206, -0.0013, -3.1341], [-0.5808, -0.2236, -4.6536], [0.4411, 1.0871, -0.4299], [0.0229, -2.8867, -1.3053], [-1.2575, -2.2296, 2.3298], [-1.7221, -4.1623, -1.6871], [-2.0267, 0.1315, -2.9933], [2.7294, 2.3435, 1.3527], [0.1494, 1.1450, 5.4077], [-1.2751, -0.5998, 5.9861], [0.7626, -3.3118, 2.5217], [2.1790, 0.3311, 2.3158], [1.4755, 0.3777, -1.0249], [-0.2672, -0.1406, 5.2202], [-3.2046, 0.1467, 0.2268], [-4.6072, 0.2724, -0.2979], [-0.9100, -3.2347, -2.2114], [-0.4977, -3.3342, 1.9692], [-1.6155, 0.5479, -4.2716], [-5.3853, 1.3571, 0.4377], [2.3184, 1.6816, 2.5334], [4.9506, 1.3545, -2.9818], [0.3124, 0.1587, -2.7811], [4.3861, 5.5756, -1.3335], [-1.6365, -4.5895, -0.7567], [0.9053, 1.5743, 4.8445], [2.9344, 1.7178, 0.5849], [-6.2298, 1.6184, -0.2766], [-0.8134, -1.4874, 2.8278], [2.4100, 0.0370, 1.3985], [0.9509, -2.7542, 3.3635], [-1.8738, -0.8281, -2.7651], [1.0618, -4.2407, 2.5874], [-2.5236, -0.4383, -0.3883], [5.0385, 2.7943, -1.6023], [-0.0412, -0.0223, -5.4602], [4.4695, -0.3813, -4.0638], [-3.1916, -0.1306, 1.3151], [-4.8206, 2.2570, 0.5532], [1.8817, -0.4232, -2.9031], [1.7948, -0.3506, 2.9889], [-4.6945, 1.5418, -1.7542], [-0.4285, -1.1346, -4.1945], [-5.1214, -0.7113, -0.2814], [-2.1045, -2.1421, 1.8127], [-0.3894, 1.3145, -0.9903], [3.2478, 3.1910, 1.4147], [-2.4600, -4.4326, -2.3653], [-5.8564, 1.0822, 1.4457], [-0.0510, 1.6163, 6.2605], [4.4429, -0.3719, -2.2903], [-3.0021, 0.3665, -2.7558], [0.1970, -3.5226, -0.5033], [-1.9103, -0.0346, 6.5338], [-1.7076, -1.4986, 5.7072], [0.4322, 1.4149, 0.5444], [0.7281, -2.2298, -1.5549], [3.5881, 6.1769, -0.1951], [-2.7859, 1.1196, 0.2003], [4.8573, 1.3492, -0.8758]]}

=====

Entry 3:
{"formula": "C10H38O9", "method": "wB97M-V/def2-TZVPD", "smiles": "CCO.CCO.CCO.CO.CO.CO.CO.O.O", "homo_lumo_gap_ev": 9.32, "de_lowest_kcal_mol": 75.1, "elements": ["O", "O", "O", "O", "O", "O", "O", "O", "O", "C", "C", "C", "C", "C", "C", "C", "C", "C", "C", "H", "H", "H", "H", "H", "H", "H", "H", "H", "H", "H", "H", "H", "H", "H", "H", "H", "H", "H", "H", "H", "H", "H", "H", "H", "H", "H", "H", "H", "H", "H", "H", "H", "H", "H", "H", "H", "H"], "xyz": [[3.6601, 4.1724, -0.2120], [-2.1967, -3.5861, -5.9621], [-2.6198, -1.8982, 3.1230], [-0.9642, -0.2473, -0.3042], [1.0366, 3.2912, -3.7457], [1.6842, -2.6679, 1.9427], [-2.9325, 1.9932, -0.8850], [1.5897, -1.4659, 4.6847], [0.1292, -0.9052, -2.9531], [-2.5998, -2.8930, -4.8066], [-2.1848, -3.5367, -3.5333], [3.0029, 4.0477, 1.0508], [0.3951, -0.9045, 4.9899], [0.8563, 4.1613, -2.6445], [0.3795, 0.2003, -0.1088], [-3.0351, -1.3610, 1.9054], [0.6508, -3.1350, 1.0441], [4.1005, 4.0842, 2.1547], [-0.0306, 0.0602, 3.8577], [-2.6559, 2.0558, -1.7992], [0.0806, -0.5885, 2.9888], [0.7312, 2.4385, -3.4275], [1.7969, 4.7082, -2.5795], [-3.6744, -2.7747, -4.9456], [-2.3033, -1.8589, -4.9824], [0.0116, 4.8503, -2.6519], [0.4591, 1.2823, -0.2132], [0.2795, -0.8523, -3.8970], [-3.0074, -2.0978, 1.1026], [-2.6502, -0.4172, 1.5192], [2.3691, 3.1644, 1.1291], [0.5226, -0.4019, 5.9487], [-1.1403, -3.8465, -3.5019], [4.8157, 3.2888, 1.9454], [-2.1852, -2.9328, -2.6259], [0.2891, -4.0308, 1.5489], [-0.1576, -2.4154, 1.1735], [0.6132, -0.1562, 0.8944], [-1.0770, -0.5875, -1.1948], [0.5573, 0.9667, 3.7139], [4.6636, 5.0166, 2.1144], [1.5997, -1.7106, 3.7564], [0.9644, -1.2040, -2.5935], [-0.3831, -1.6492, 5.1570], [2.3769, -2.3188, 1.3771], [3.3119, 4.9024, -0.7290], [-2.7278, -4.3858, -5.9539], [2.2645, 4.8487, 1.0168], [0.9524, -3.3328, 0.0155], [-1.0819, 0.3206, 3.9804], [-2.2639, 1.4492, -0.4687], [-2.8878, -2.8183, 3.0653], [-2.7806, -4.4322, -3.3566], [-4.1005, -1.2036, 2.0736], [0.7185, 3.6391, -1.6977], [1.1018, -0.4024, -0.6595], [3.6758, 4.0766, 3.1586]]}

=====

Entry 4:
{"formula": "C10H40F4HfN20O10", "method": "wB97M-V/def2-TZVPD", "homo_lumo_gap_ev": 8.48, "elements": ["Hf", "F", "F", "F", "F", "O", "O", "O", "O", "O", "O", "O", "O", "O", "O", "N", "N", "N", "N", "N", "N", "N", "N", "N", "N", "N", "N", "N", "N", "N", "N", "N", "N", "N", "N", "C", "C", "C", "C", "C", "C", "C", "C", "C", "C", "H", "H", "H", "H", "H", "H", "H", "H", "H", "H", "H", "H", "H", "H", "H", "H", "H", "H", "H", "H", "H", "H", "H", "H", "H", "H", "H", "H", "H", "H", "H", "H", "H", "H", "H", "H", "H", "H", "H", "H"], "xyz": [[1.0354, -0.6757, 1.8468], [-0.6770, 0.0982, 0.5184], [0.4151, -2.9840, 1.6045], [2.0873, -0.7589, 3.9641], [2.3919, 1.0843, 1.1315], [0.7528, 5.9238, 0.9104], [0.2885, 1.2905, 3.0762], [2.9730, 2.8216, -1.7358], [1.4982, -1.2156, -0.6181], [-0.9192, -1.0364, 3.2524], [-1.5305, -1.0409, -3.0063], [-2.7136, -5.7126, -1.2768], [3.0499, -1.9838, 1.3575], [0.5995, 2.6673, -4.5308], [-4.6360, 0.8644, 1.6894], [0.1646, 3.9506, 0.1271], [4.5107, 1.9924, -3.0717], [2.8305, -2.1956, -1.9826], [0.3601, 1.9342, -2.4338], [-0.6210, -5.0621, -1.1951], [0.9139, -1.8229, -2.6831], [-5.4828, 2.0102, -0.0214], [-3.0122, -1.6057, 2.5959], [-1.4078, 1.9680, -3.6997], [4.3551, -3.5781, 0.6588], [-1.4264, 2.6637, 3.1860], [-3.4463, 1.8694, 0.1841], [-2.0301, -4.2456, 0.2224], [-2.6906, -0.0625, 4.1094], [0.4129, 3.4295, 3.8270], [5.2932, -1.9824, 1.8408], [-2.5511, -1.2492, -1.0166], [3.8359, 0.7912, -1.6036], [2.0919, 4.1789, 1.0856], [-3.2680, -2.3153, -2.7067], [-4.5248, 1.4998, 0.6952], [4.1889, -2.4859, 1.2872], [-0.0831, 2.2432, -3.6515], [3.6051, 1.9153, -2.1394], [-1.7926, -5.1609, -0.6654], [0.9933, 4.7319, 0.7339], [-2.4262, -1.4881, -2.3000], [1.7871, -1.6724, -1.7116], [-0.1710, 2.3492, 3.4186], [-2.1692, -0.9596, 3.3233], [1.1614, -2.3631, -3.4999], [4.3741, 0.0487, -2.0268], [-3.2976, -1.7504, -0.5566], [-2.0389, 1.8868, 2.9827], [6.1707, -2.4783, 1.7749], [2.6940, -2.7358, -2.8250], [-3.6638, 2.5349, -0.5438], [-0.6074, 4.4779, -0.2550], [3.5147, -4.1019, 0.4601], [-0.4290, -5.5008, -2.0843], [-1.8693, 1.9239, -4.5970], [0.0833, -4.4994, -0.7397], [-5.3932, 2.4826, -0.9096], [-6.4211, 1.8680, 0.3241], [2.8357, 4.7832, 1.4046], [-2.0142, 1.8013, -2.9094], [-2.0420, 0.4573, 4.6832], [-1.3182, -3.8764, 0.8364], [-4.0132, -1.5088, 2.6890], [0.2189, 2.9496, 0.0043], [-1.9633, -0.5726, -0.5510], [-3.5204, -0.2835, 4.6410], [1.3258, 2.1804, -2.2698], [1.3926, 3.6137, 3.6646], [-2.6237, -2.3603, 2.0484], [-3.0248, -4.1327, 0.3567], [4.6885, 2.8121, -3.6345], [-3.1597, -2.9258, -3.5040], [3.5795, -2.2959, -1.3124], [-1.7864, 3.5450, 3.5235], [3.4645, 0.6641, -0.6730], [-0.1746, 1.4327, -1.7390], [0.0415, -1.3278, -2.5647], [5.1553, -4.1942, 0.6492], [-4.0851, -2.4057, -2.1199], [-0.2161, 4.1139, 4.2220], [5.3059, -1.1427, 2.4019], [2.2507, 3.2101, 0.8485], [5.1102, 1.2048, -3.2726], [-2.5607, 1.4815, 0.4761]]}